1.
Entry from the OMol25 dataset: 2 unconnected molecules or ions with the total composition C25H44N4O (ωB97M-V/def2-TZVPD).

## Properties
DFT total energy = -34635.6587 eV
Frontier orbital gap = 2.53 eV
HOMO energy = -3.85 eV
Lowest unoccupied orbital energy = -1.317 eV

```
! wB97M-V def2-TZVPD RIJCOSX def2/J DEFGRID3
* xyz 0 1
N 2.75 -1.62 1.73
C 3.21 -0.95 0.44
C 2.47 0.48 0.33
C 2.47 1.02 -1.18
C 1.12 1.77 -1.61
C 0.59 2.86 -0.56
C 1.62 3.90 0.11
C 1.22 4.11 1.65
C 2.19 3.50 2.80
C 3.74 3.53 2.43
C 4.59 2.30 2.92
C 6.10 2.14 2.65
C 6.80 3.27 1.85
C 5.99 4.49 1.37
C 4.47 4.64 1.64
N 0.06 3.15 1.72
C -0.33 2.43 0.66
C -1.53 1.39 0.79
N -1.01 0.24 1.63
H 1.81 -1.99 1.51
H 2.57 -0.83 2.38
H 2.85 -1.57 -0.47
H 4.34 -0.79 0.43
H 2.94 1.29 1.00
H 1.40 0.33 0.72
H 2.63 0.10 -1.86
H 3.41 1.69 -1.29
H 1.35 2.33 -2.59
H 0.30 1.01 -1.86
H -0.07 3.55 -1.21
H 1.44 4.88 -0.49
H 2.69 3.60 -0.16
H 1.00 5.21 1.95
H 1.94 3.98 3.82
H 1.89 2.39 2.90
H 4.07 1.45 3.50
H 6.61 1.20 3.02
H 7.91 3.18 1.62
H 6.51 5.33 0.78
H 3.85 5.54 1.29
H -0.46 3.02 2.61
H -1.93 0.99 -0.20
H -2.35 1.89 1.44
H -0.23 0.57 2.23
H -1.75 -0.13 2.24
C -4.84 -3.23 -3.49
C -4.64 -2.74 -2.04
C -4.88 -3.92 -1.06
C -3.80 -4.99 -1.05
C -2.42 -4.46 -1.44
C -2.22 -2.95 -1.24
N -3.26 -2.24 -1.99
O -3.16 -0.86 -1.89
C -0.84 -2.60 -1.85
C -2.17 -2.63 0.27
C -5.76 -1.72 -1.74
H -4.71 -2.41 -4.20
H -5.84 -3.64 -3.64
H -4.12 -4.01 -3.76
H -4.98 -3.52 -0.04
H -5.85 -4.39 -1.27
H -3.75 -5.44 -0.06
H -4.07 -5.80 -1.73
H -1.65 -5.03 -0.90
H -2.25 -4.70 -2.50
H -0.85 -2.76 -2.93
H -0.06 -3.23 -1.42
H -0.56 -1.56 -1.67
H -1.36 -3.19 0.75
H -3.09 -2.88 0.79
H -1.97 -1.57 0.44
H -6.75 -2.18 -1.86
H -5.73 -0.87 -2.43
H -5.70 -1.34 -0.72
*
```

***

2.
Entry from the OMol25 dataset: 3 unconnected molecules or ions with the total composition C25H44N4O7S (ωB97M-V/def2-TZVPD).

## Properties
DFT total energy = -57759.0609 eV
Frontier orbital gap (spin up / spin down) = 6.82 / 7.61 eV
HOMO energy (spin up / spin down) = -8.12 / -8.91 eV
Lowest unoccupied orbital energy (spin up / spin down) = -1.300 / -1.300 eV
Expectation value of S² = 2.008

```
! wB97M-V def2-TZVPD RIJCOSX def2/J DEFGRID3
* xyz 0 3
N -0.72 -6.64 2.10
C -1.11 -5.69 2.63
O -1.40 -4.56 3.19
C -0.96 -3.50 2.30
C 0.54 -3.24 2.15
N 0.64 -2.04 1.77
C 2.02 -1.49 1.49
O 2.05 -0.73 0.53
O 2.94 -1.86 2.18
C -0.60 -1.27 1.65
C -1.67 -2.15 2.36
C -3.14 -2.11 1.91
S -3.44 -2.59 0.20
O -4.70 -2.00 -0.14
O -2.39 -2.14 -0.68
H -1.24 -3.90 1.30
H 1.33 -3.96 2.33
H -0.39 -0.36 2.21
H -0.76 -0.91 0.63
H -1.72 -1.82 3.41
H -3.68 -2.84 2.53
H -3.62 -1.15 2.12
H -3.57 -3.95 0.10
C -5.88 4.33 2.01
C -5.12 3.68 3.19
C -4.14 4.66 3.87
C -2.75 4.78 3.24
C -2.18 3.41 2.91
C -3.14 2.59 2.05
N -4.46 2.43 2.71
O -4.32 1.61 3.71
C -3.26 3.27 0.67
C -2.52 1.23 1.74
C -6.22 3.40 4.23
H -5.61 3.93 1.04
H -6.95 4.15 2.08
H -5.73 5.41 1.97
H -3.99 4.35 4.91
H -4.60 5.65 3.91
H -2.79 5.41 2.35
H -2.08 5.29 3.94
H -1.22 3.53 2.39
H -1.95 2.88 3.84
H -3.93 2.72 0.02
H -2.28 3.30 0.18
H -3.59 4.30 0.72
H -2.25 0.68 2.64
H -1.61 1.34 1.15
H -3.22 0.61 1.16
H -6.92 2.65 3.87
H -6.78 4.32 4.42
H -5.82 3.07 5.18
C 3.51 -1.04 -5.66
C 4.99 -1.02 -5.21
C 5.59 -2.44 -5.10
C 5.35 -3.18 -3.78
C 5.61 -2.27 -2.59
C 4.81 -0.97 -2.68
N 5.10 -0.24 -3.94
O 6.29 0.27 -3.86
C 3.31 -1.32 -2.55
C 5.09 -0.10 -1.45
C 5.72 -0.34 -6.38
H 2.81 -0.72 -4.89
H 3.33 -0.34 -6.48
H 3.20 -2.03 -6.00
H 6.67 -2.38 -5.24
H 5.21 -3.05 -5.93
H 4.34 -3.59 -3.75
H 6.03 -4.04 -3.73
H 5.36 -2.80 -1.67
H 6.68 -2.05 -2.52
H 2.69 -0.43 -2.60
H 3.12 -1.79 -1.58
H 2.96 -2.03 -3.30
H 6.15 0.12 -1.33
H 4.76 -0.60 -0.54
H 4.55 0.85 -1.52
H 5.42 0.70 -6.48
H 5.47 -0.86 -7.31
H 6.80 -0.38 -6.27
*
```

***

3.
Entry from the OMol25 dataset: a molecular structure, C25H44O2P2Rh (ωB97M-V/def2-TZVPD).

## Properties
DFT total energy = -52305.9572 eV
Frontier orbital gap (spin up / spin down) = 7.08 / 4.54 eV
HOMO energy (spin up / spin down) = -9.26 / -9.15 eV
Lowest unoccupied orbital energy (spin up / spin down) = -2.176 / -4.609 eV
Expectation value of S² = 6.039
Relative energy (zero: lowest compared OMol25 entry of this formula, charge and spin) = 36.72 kcal/mol

```
! wB97M-V def2-TZVPD RIJCOSX def2/J DEFGRID3
* xyz 1 5
Rh -0.53 0.72 -1.41
C -0.83 -2.02 2.62
C 0.46 -2.32 2.09
C 0.72 -0.75 3.75
C -0.66 -1.03 3.62
C 1.41 -1.54 2.80
C -2.12 -2.62 2.24
H -1.99 -3.44 1.53
H -2.79 -1.87 1.79
H -2.64 -3.02 3.13
C -1.75 -0.44 4.43
H -2.68 -0.37 3.85
H -1.48 0.56 4.79
H -1.97 -1.06 5.32
C 1.35 0.15 4.73
H 1.77 -0.41 5.58
H 0.63 0.87 5.13
H 2.18 0.71 4.27
C 2.88 -1.56 2.61
H 3.38 -1.99 3.49
H 3.27 -0.54 2.47
H 3.16 -2.15 1.74
C 0.78 -3.29 1.02
H 1.28 -4.18 1.42
H 1.46 -2.84 0.28
H -0.12 -3.62 0.49
C -1.43 1.80 -2.90
C -1.91 0.29 -2.84
C -1.37 -0.60 -3.97
C 0.13 -0.85 -3.79
C 0.64 -0.28 -2.48
C 1.40 1.04 -2.51
C 1.06 2.00 -3.67
C -0.43 2.20 -4.00
H -1.58 -0.12 -4.93
H 0.70 -0.47 -4.65
H -1.91 -1.55 -3.98
H -0.71 1.72 -4.95
H -2.39 2.32 -3.09
H -3.02 0.36 -2.94
H -0.58 3.27 -4.16
H 1.49 2.98 -3.43
H 2.44 0.70 -2.68
H 1.60 1.67 -4.57
H 0.32 -1.93 -3.76
H 1.18 -1.02 -1.87
P -2.41 -0.64 -1.13
C -4.04 -0.04 -0.60
C -2.55 -2.40 -1.50
P 2.68 1.13 0.21
C 1.43 1.64 -1.11
C 3.84 0.06 -0.73
C 3.70 2.64 0.35
H -3.94 0.98 -0.20
H -4.39 -0.71 0.20
H -4.74 -0.05 -1.45
H -2.09 -2.70 -2.45
H -3.62 -2.69 -1.51
H -2.04 -2.94 -0.69
H 4.14 2.92 -0.62
H 4.50 2.44 1.08
H 3.08 3.47 0.73
H 1.35 2.74 -1.09
H -1.21 2.34 -1.93
H 4.65 -0.24 -0.05
H 4.26 0.60 -1.59
H 3.32 -0.85 -1.07
C -0.64 2.59 2.43
O -0.52 1.58 1.40
C -1.30 1.74 0.33
O -2.30 2.44 0.31
H -1.70 2.79 2.65
H -0.12 3.50 2.12
H -0.14 2.15 3.30
*
```

***

4.
Entry from the OMol25 dataset: a molecular structure, C25H45AlClNO3P (ωB97M-V/def2-TZVPD).

## Properties
DFT total energy = -62696.4938 eV
Frontier orbital gap = 3.16 eV
HOMO energy = -0.95 eV
Lowest unoccupied orbital energy = 2.205 eV
Relative energy (zero: lowest compared OMol25 entry of this formula, charge and spin) = 0.00 kcal/mol

```
! wB97M-V def2-TZVPD RIJCOSX def2/J DEFGRID3
* xyz -1 1
Al 2.75 -3.99 -0.01
P -0.38 0.12 -0.29
Cl 0.93 -4.10 -1.13
C 1.32 0.75 -0.73
H 1.92 -0.18 -0.71
H 1.24 1.05 -1.78
C -0.51 -1.19 1.03
C -0.89 -0.68 -1.89
C -1.94 -1.33 1.58
H -0.22 -2.12 0.49
C -2.03 -2.58 2.47
H -2.19 -0.44 2.18
H -2.69 -1.39 0.78
C -1.04 -2.55 3.64
H -3.05 -2.67 2.85
H -1.83 -3.46 1.85
C 0.38 -2.12 3.26
H -1.41 -1.86 4.40
H -1.00 -3.54 4.10
C 0.46 -1.01 2.20
H 0.89 -1.75 4.16
H 0.99 -2.97 2.91
H 0.25 -0.05 2.70
H 1.49 -0.95 1.83
C -1.34 1.64 0.09
C -1.03 0.33 -3.04
H -0.03 -1.35 -2.09
C -1.25 -0.37 -4.38
H -1.87 1.01 -2.84
H -0.14 0.97 -3.12
C -2.40 -1.39 -4.36
H -1.44 0.38 -5.15
H -0.32 -0.89 -4.67
C -2.37 -2.31 -3.14
H -3.36 -0.85 -4.38
H -2.37 -1.99 -5.27
C -2.14 -1.57 -1.81
H -3.31 -2.88 -3.07
H -1.56 -3.05 -3.25
H -3.03 -0.96 -1.57
H -2.04 -2.32 -1.01
C -1.06 2.16 1.51
H -0.92 2.38 -0.62
C -1.71 3.53 1.73
H -1.47 1.45 2.25
H 0.02 2.22 1.70
C -3.20 3.55 1.39
H -1.55 3.85 2.76
H -1.19 4.26 1.09
C -3.50 2.94 0.01
H -3.75 2.98 2.15
H -3.58 4.58 1.42
C -2.85 1.56 -0.18
H -4.58 2.85 -0.14
H -3.11 3.61 -0.77
H -3.31 0.83 0.51
H -3.05 1.20 -1.20
C 2.50 1.25 1.45
C 2.03 1.80 0.02
H 1.79 1.34 2.28
C 3.27 2.25 -0.78
H 1.40 2.69 0.18
C 4.39 1.22 -0.74
H 3.00 2.45 -1.83
H 3.63 3.20 -0.35
C 4.91 0.95 0.66
H 4.06 0.27 -1.18
H 5.22 1.58 -1.36
C 3.77 0.59 1.65
H 5.65 0.14 0.62
H 5.43 1.84 1.04
H 3.64 -0.52 1.62
H 4.10 0.81 2.67
O 4.13 -3.58 -1.17
N 4.25 -2.23 -1.22
O 5.33 -1.84 -1.60
O 2.88 -3.53 1.56
*
```